# 1
Here is one molecule with the formula C19H21FN2O4S from OMol25. Energies are from ωB97M-V with the def2-TZVPD basis set.

The HOMO energy is -8.72 eV. Its spin multiplicity is 1. For the largest force on an atom, the calculation gives 0.97 eV Å⁻¹. The relative energy (zero: lowest compared OMol25 entry of this formula, charge and spin) comes out at 2.25 kcal per mole. The molecular weight is 392.45 g mol⁻¹. The LUMO energy is 0.7 eV. Its SMILES is COc1ccc(C(=O)NC2CCN(S(=O)(=O)c3ccc(F)cc3)CC2)cc1.

Each line ends with the natural charge from an NBO analysis.
Cartesian coordinates (Å):
C: -0.73488 6.54372 5.11562  -0.253
O: -1.77580 6.32430 4.19398  -0.487
C: -1.60637 5.38820 3.22538  0.308
C: -0.46637 4.60675 3.06115  -0.273
C: -0.40596 3.67291 2.04150  -0.177
C: -1.47058 3.50228 1.16553  -0.180
C: -1.45317 2.53376 0.03539  0.666
O: -2.07496 2.71856 -0.99418  -0.629
N: -0.70004 1.42352 0.23904  -0.611
C: -0.56150 0.38091 -0.75160  -0.051
C: -1.14671 -0.94174 -0.24842  -0.430
C: -0.94820 -2.03367 -1.29960  -0.221
N: 0.44406 -2.17289 -1.67024  -0.682
S: 1.39111 -3.07614 -0.61730  2.322
O: 2.65046 -2.42042 -0.41159  -0.941
O: 0.62245 -3.46689 0.52966  -0.941
C: 1.66399 -4.52307 -1.63862  -0.336
C: 2.73129 -4.53517 -2.51667  -0.175
C: 2.92123 -5.62476 -3.34842  -0.267
C: 2.02311 -6.67700 -3.27325  0.409
F: 2.19905 -7.73807 -4.08065  -0.317
C: 0.95306 -6.67765 -2.39342  -0.279
C: 0.77723 -5.58070 -1.56794  -0.163
C: 1.03561 -0.94416 -2.15506  -0.222
C: 0.90896 0.18329 -1.13116  -0.428
C: -2.59975 4.30690 1.32013  -0.137
C: -2.67412 5.22885 2.33742  -0.257
H: -0.51571 5.64242 5.69700  0.177
H: -1.09412 7.32404 5.78455  0.203
H: 0.17733 6.88722 4.61746  0.177
H: 0.38294 4.71958 3.71663  0.213
H: 0.50346 3.10130 1.92131  0.208
H: -0.26353 1.26925 1.13316  0.395
H: -1.12693 0.72716 -1.62508  0.232
H: -2.20917 -0.82241 -0.03221  0.223
H: -0.63403 -1.24940 0.66576  0.214
H: -1.27751 -2.99616 -0.90940  0.227
H: -1.51458 -1.80048 -2.20658  0.203
H: 3.41034 -3.69811 -2.52464  0.241
H: 3.74495 -5.67126 -4.04279  0.235
H: 0.28379 -7.52265 -2.36357  0.237
H: -0.02951 -5.53941 -0.85415  0.240
H: 2.08555 -1.14972 -2.36077  0.229
H: 0.53118 -0.67429 -3.08801  0.203
H: 1.31723 1.10749 -1.54226  0.222
H: 1.48551 -0.09316 -0.24537  0.212
H: -3.41424 4.18783 0.62225  0.236
H: -3.54616 5.84915 2.47002  0.227

---

# 2
Here is an isolated ion of composition C5H11O4S2 and charge -1 at a distorted geometry from OMol25. Energies are from ωB97M-V with the def2-TZVPD basis set.

The HOMO energy is -5.19 eV. Its spin multiplicity is 1. For the largest force on an atom, the calculation gives 5.13 eV Å⁻¹. The relative energy (zero: lowest compared OMol25 entry of this formula, charge and spin) comes out at 27.31 kcal per mole. The molecular weight is 199.27 g mol⁻¹. The LUMO energy is 3.3 eV. Its SMILES is CC[C@H](O)[C@@](C)(S)S(=O)(=O)[O-]. The net charge is -1.

Each line ends with the natural charge from an NBO analysis.
Cartesian coordinates (Å):
C: 2.52930 1.16448 0.99692  -0.643
C: 1.76663 0.16035 0.16051  -0.443
C: 0.26042 0.61976 0.23253  0.058
O: -0.07426 0.89839 1.53387  -0.773
C: -0.53290 -0.51107 -0.38126  -0.388
C: -0.92877 -0.21463 -2.14178  -0.606
S: -0.08062 -2.21129 -0.06664  -0.094
S: -2.27650 -0.46172 0.40830  2.380
O: -3.00843 -1.64437 -0.16638  -1.036
O: -2.08334 -0.69409 1.82544  -1.004
O: -2.80166 0.81290 0.04937  -0.997
H: 1.84759 1.30863 1.97261  0.254
H: 2.87017 2.12478 0.48270  0.195
H: 3.43204 0.78410 1.44920  0.192
H: 2.20869 0.12039 -0.81293  0.192
H: 1.57657 -0.87857 0.49320  0.209
H: 0.17581 1.52143 -0.43882  0.161
H: -0.79787 0.16299 1.83990  0.504
H: -1.83807 -0.77101 -2.26533  0.237
H: -0.96481 0.90409 -2.16775  0.209
H: 0.05804 -0.51905 -2.74523  0.195
H: -1.33800 -2.67649 -0.25843  0.199

---

# 3
Here is a 12-piece molecular cluster, C36H68Br25NO3S overall at a distorted geometry from OMol25. Energies are from ωB97M-V with the def2-TZVPD basis set.

The HOMO energy is -7.52 eV. Its spin multiplicity is 1. For the largest force on an atom, the calculation gives 1.40 eV Å⁻¹. The molecular weight is 2592.61 g mol⁻¹. The LUMO energy is 0.0 eV. Its SMILES is CCSC[C@]1([C@H](Br)[C@@H](C)Br)OC[C@@H](C[C@@H](C)Br)[NH2+][C@@H]1C(=O)[O-].BrCCBr.BrCCBr.BrCCBr.BrCCBr.BrCCBr.BrCCBr.BrCCBr.BrCCBr.BrCCBr.BrCCBr.BrCCBr.

Each line ends with the Löwdin charge.
Cartesian coordinates (Å):
C: -1.46823 -8.27112 0.46548  -0.183
C: -2.76452 -7.48628 0.50702  -0.525
S: -2.58698 -5.90125 1.35811  0.852
C: -3.67379 -4.86208 0.34333  -0.369
C: -3.21162 -3.41654 0.10232  -0.479
C: -3.51051 -2.46154 1.28386  -0.567
Br: -2.20020 -2.58231 2.75560  0.700
C: -4.93321 -2.58436 1.90203  -0.748
C: -6.06521 -2.70561 0.89181  -0.110
Br: -5.12730 -3.93435 3.30249  0.651
O: -3.94216 -3.03581 -1.05219  -0.067
C: -3.67308 -1.73450 -1.51495  -0.145
C: -2.20491 -1.37084 -1.71769  -0.219
C: -2.03086 0.14230 -1.47682  -0.227
C: -2.72514 1.05767 -2.47356  -0.732
C: -2.85290 0.53327 -3.89145  -0.143
Br: -4.46295 1.68954 -1.81788  0.692
N: -1.28743 -2.04602 -0.73803  0.121
C: -1.72633 -3.43055 -0.32086  -0.155
C: -1.37715 -4.34872 -1.52141  -0.686
O: -0.69661 -5.35078 -1.23008  -0.144
O: -1.74940 -3.98340 -2.63184  0.031
H: -0.63434 -7.62665 0.23929  -0.062
H: -1.57816 -9.01340 -0.31785  0.076
H: -1.32559 -8.81804 1.39369  0.069
H: -3.02563 -7.27654 -0.52523  0.073
H: -3.57562 -8.07123 0.92111  0.033
H: -4.66974 -4.87461 0.76080  0.032
H: -3.73632 -5.34204 -0.62500  0.099
H: -3.43159 -1.41893 1.01259  0.074
H: -5.08069 -1.65195 2.42173  -0.034
H: -6.38105 -3.72327 0.72126  0.070
H: -5.82945 -2.19974 -0.03128  0.073
H: -6.91964 -2.18157 1.30632  0.082
H: -4.16008 -1.02003 -0.85550  0.080
H: -4.16518 -1.64098 -2.47179  0.137
H: -1.87898 -1.65392 -2.70169  0.133
H: -0.96217 0.35792 -1.43682  0.029
H: -2.43418 0.30928 -0.47931  0.098
H: -2.12878 1.95569 -2.53311  0.020
H: -3.71458 -0.09906 -4.05320  0.071
H: -1.92746 0.03304 -4.15632  0.092
H: -2.95407 1.39592 -4.53697  -0.011
H: -0.39063 -2.18356 -1.19852  0.172
H: -1.13000 -1.43882 0.07718  0.021
H: -1.07527 -3.72431 0.48592  0.092
Br: 0.76974 -0.65338 1.29471  0.749
C: 2.23772 -1.55714 2.20895  -0.657
C: 1.74952 -2.77002 2.95050  -0.704
Br: 0.80765 -2.28476 4.56821  0.620
H: 2.69800 -0.81792 2.85461  0.038
H: 2.93716 -1.84149 1.42504  0.063
H: 2.59089 -3.37820 3.27280  0.020
H: 1.06846 -3.38034 2.36922  0.043
Br: -2.25854 3.74637 -5.68824  0.663
C: -2.95731 3.83671 -7.50202  -0.683
C: -2.25541 2.87123 -8.41838  -0.700
Br: -0.48350 3.50407 -8.91038  0.607
H: -2.85979 4.86771 -7.82372  0.050
H: -4.01106 3.58138 -7.41727  0.059
H: -2.79919 2.77552 -9.35514  0.057
H: -2.12616 1.89110 -7.97237  0.049
Br: 0.76354 2.19656 -2.07336  0.693
C: 1.07110 3.44121 -0.60679  -0.697
C: 0.11229 3.19897 0.52532  -0.680
Br: -1.66904 3.86224 0.10808  0.639
H: 0.99085 4.43796 -1.02459  -0.033
H: 2.09604 3.26536 -0.28761  0.056
H: 0.42895 3.74367 1.41210  0.059
H: 0.00430 2.14772 0.76691  -0.010
Br: 2.33933 6.65298 0.23542  0.642
C: 2.50806 7.98051 -1.17994  -0.715
C: 1.16899 8.32416 -1.76756  -0.697
Br: 0.52327 6.90793 -2.93807  0.633
H: 3.19961 7.57164 -1.90733  0.009
H: 2.95311 8.85574 -0.71199  -0.035
H: 1.24735 9.21021 -2.39304  -0.008
H: 0.40605 8.47906 -1.01199  0.056
Br: 5.59446 4.94460 1.20322  0.590
C: 7.03412 6.20780 0.86167  -0.684
C: 6.53036 7.45895 0.19572  -0.653
Br: 6.14632 7.16494 -1.69095  0.689
H: 7.77839 5.68723 0.26867  -0.001
H: 7.45027 6.44064 1.83881  0.062
H: 7.29556 8.23137 0.21555  0.063
H: 5.61828 7.83862 0.64526  0.044
Br: 1.46957 -6.52600 -0.04120  0.793
C: 3.01895 -7.52702 0.57371  -0.687
C: 2.60858 -8.70754 1.41047  -0.693
Br: 2.06069 -8.14541 3.18961  0.597
H: 3.65385 -6.83914 1.12144  0.031
H: 3.53060 -7.85421 -0.32962  0.055
H: 3.44925 -9.38099 1.56304  0.053
H: 1.77720 -9.25558 0.97933  0.049
Br: 9.60790 5.71921 -5.09345  0.606
C: 9.07148 4.17437 -4.03963  -0.694
C: 8.60123 4.57515 -2.66837  -0.710
Br: 10.08762 5.04348 -1.50038  0.618
H: 9.92162 3.50133 -4.01325  0.049
H: 8.25961 3.71256 -4.59630  0.059
H: 8.10193 3.74199 -2.17789  0.064
H: 7.93991 5.43521 -2.68238  -0.043
Br: -5.76857 -1.77083 6.53030  0.607
C: -4.16825 -0.68507 6.33313  -0.685
C: -4.48380 0.65077 5.71757  -0.673
Br: -4.79260 0.49211 3.80270  0.679
H: -3.46249 -1.26250 5.74296  0.039
H: -3.78021 -0.55758 7.34108  0.058
H: -3.64039 1.33049 5.81528  0.058
H: -5.36935 1.10881 6.14427  0.049
Br: -6.65147 -5.95797 6.27317  0.599
C: -7.62983 -7.23782 5.18054  -0.692
C: -6.70504 -8.22206 4.51567  -0.689
Br: -5.76756 -7.40748 3.02136  0.638
H: -8.20735 -6.66108 4.46608  0.051
H: -8.30297 -7.74866 5.86529  0.055
H: -7.27093 -9.05029 4.09492  0.056
H: -5.94786 -8.60683 5.19025  0.050
Br: 3.07880 11.48056 -0.84966  0.690
C: 3.26333 12.78551 -2.28344  -0.674
C: 1.93330 13.12536 -2.89858  -0.689
Br: 1.29870 11.70621 -4.06842  0.643
H: 3.96261 12.36720 -2.99908  0.053
H: 3.70321 13.66379 -1.81722  0.059
H: 2.02411 14.00402 -3.53255  0.059
H: 1.15957 13.29140 -2.15701  0.051
Br: 8.16253 -4.18730 4.43497  0.617
C: 6.41677 -4.59597 3.68574  -0.701
C: 5.73059 -3.36012 3.16873  -0.685
Br: 5.01828 -2.27239 4.61725  0.654
H: 5.84775 -5.09515 4.46388  0.053
H: 6.60753 -5.29152 2.87087  0.058
H: 4.87020 -3.63198 2.56017  0.044
H: 6.39137 -2.72195 2.59208  0.053

---

# 4
Here is C10H16ClN4 as an isolated structure at a distorted geometry from OMol25. Energies are from ωB97M-V with the def2-TZVPD basis set.

The HOMO energy (spin up / spin down) is -13.51 / -11.57 eV. Its spin multiplicity is 1. For the largest force on an atom, the calculation gives 9.08 eV Å⁻¹. The relative energy (zero: lowest compared OMol25 entry of this formula, charge and spin) comes out at 100.37 kcal per mole. The molecular weight is 227.72 g mol⁻¹. The LUMO energy (spin up / spin down) is -4.9 / -5.7 eV. The net charge is +1.

Each line ends with the natural charge from an NBO analysis.
Cartesian coordinates (Å):
C: 4.41998 -1.37874 0.64758  0.298
C: 0.79068 0.23118 -0.31758  0.351
C: 3.09757 0.73971 -0.14193  0.280
C: -1.03753 -2.49644 -0.39587  -0.398
C: -1.53435 -2.12689 0.98709  -0.439
C: -1.52119 -1.31703 -1.30804  -0.447
C: -1.79101 -0.62181 1.10978  -0.413
C: -1.66667 -0.07251 -0.38379  -0.032
C: -0.45196 3.01259 0.61916  -0.639
C: -0.66058 2.14451 -0.71744  -0.235
N: 5.43662 -1.85070 0.91534  -0.209
N: 3.28250 -1.05938 0.23070  -0.409
N: -0.41023 0.68704 -0.53824  -0.272
N: 1.85814 1.03973 -0.41051  -0.594
Cl: 4.47325 1.63916 -0.17739  0.222
H: 1.08055 -0.81871 -0.43554  0.280
H: 0.13042 -2.57649 -0.33300  0.190
H: -1.38444 -3.41033 -0.84143  0.244
H: -2.44188 -2.76184 1.31828  0.235
H: -0.78897 -2.44334 1.75351  0.231
H: -0.82387 -1.46597 -2.16308  0.250
H: -2.62592 -1.45598 -1.62249  0.233
H: -2.80513 -0.58766 1.43495  0.244
H: -1.04441 -0.04441 1.75440  0.218
H: -2.45576 0.46392 -0.65485  0.217
H: -1.09383 2.73543 1.49402  0.247
H: 0.57494 3.15765 0.91437  0.209
H: -0.81973 4.00159 0.25691  0.253
H: -1.60942 2.22251 -1.31285  0.254
H: 0.15041 2.42777 -1.39571  0.203
H: 1.67181 1.98542 -0.28634  0.429